{
  "formula": "H24O12",
  "method": "wB97M-V/def2-TZVPD",
  "symbols": ["O", "H", "H", "O", "H", "H", "O", "H", "H", "O", "H", "H", "O", "H", "H", "O", "H", "H", "O", "H", "H", "O", "H", "H", "O", "H", "H", "O", "H", "H", "O", "H", "H", "O", "H", "H"],
  "coordinates": [[5.070, 0.960, -0.094], [4.384, 1.359, -0.636], [4.641, 0.262, 0.410], [-3.065, -3.079, -0.784], [-2.996, -3.991, -1.073], [-3.991, -2.855, -0.707], [-3.195, 1.237, -0.800], [-3.821, 0.650, -1.231], [-2.640, 0.691, -0.240], [0.442, -3.079, -2.520], [0.637, -3.085, -3.459], [0.965, -3.826, -2.212], [-0.456, 2.084, 1.597], [0.153, 2.161, 2.346], [-0.459, 1.135, 1.440], [-1.528, 3.887, -0.132], [-1.133, 3.313, 0.556], [-2.085, 3.315, -0.673], [2.345, 2.516, 2.634], [2.857, 2.799, 1.883], [2.982, 2.527, 3.354], [0.747, 3.158, -1.826], [-0.147, 3.226, -1.442], [0.952, 4.085, -1.971], [1.790, -2.405, -0.117], [1.225, -1.804, -0.626], [1.150, -2.618, 0.574], [0.152, -2.138, 3.602], [0.566, -2.437, 4.421], [-0.760, -2.359, 3.792], [-1.447, 1.944, -2.973], [-2.160, 2.341, -3.483], [-0.638, 2.285, -3.375], [-0.793, -4.761, 1.348], [-0.645, -4.486, 2.253], [-0.057, -4.526, 0.782]],
  "homo_energy_ev": -10.301,
  "total_charge": 0,
  "smiles": "O.O.O.O.O.O.O.O.O.O.O.O",
  "gap_ev": 10.4,
  "lumo_ev": 0.058,
  "de_lowest_ev": 2.3413
}

***

{
  "formula": "C3H5NOS",
  "method": "wB97M-V/def2-TZVPD",
  "symbols": ["C", "C", "C", "N", "O", "S", "H", "H", "H", "H", "H"],
  "coordinates": [[-0.552, 0.293, 0.867], [-2.165, -1.021, -0.442], [0.374, 1.177, 0.152], [-1.229, -0.618, 0.220], [1.389, -1.318, 0.320], [1.908, -0.014, -0.114], [-0.175, 0.130, 1.787], [-2.091, -1.907, -1.141], [-0.119, 1.446, -0.837], [0.795, 1.986, 0.630], [1.866, -0.155, -1.444]],
  "homo_energy_ev": [-7.935, -7.936],
  "total_charge": 0,
  "gap_ev": [8.2, 8.2],
  "lumo_ev": [0.283, 0.283],
  "de_lowest_ev": 5.3344
}

***

{
  "formula": "C39H39CoN6O4",
  "method": "wB97M-V/def2-TZVPD",
  "symbols": ["Co", "C", "C", "C", "C", "C", "N", "C", "C", "C", "N", "C", "C", "C", "C", "C", "C", "C", "C", "N", "C", "C", "C", "N", "C", "C", "C", "C", "O", "C", "O", "H", "H", "H", "H", "H", "H", "H", "H", "H", "H", "H", "H", "H", "H", "H", "H", "H", "H", "H", "H", "H", "H", "H", "H", "H", "H", "H", "H", "O", "C", "N", "C", "C", "O", "N", "C", "C", "C", "C", "C", "C", "C", "C", "C", "C", "C", "C", "H", "H", "H", "H", "H", "H", "H", "H", "H", "H", "H"],
  "coordinates": [[0.109, 0.157, -0.069], [-4.408, 0.953, 5.290], [-3.203, 0.686, 4.423], [-2.036, 0.200, 4.931], [-0.927, -0.132, 4.104], [0.205, -0.652, 4.755], [1.081, -1.511, 4.307], [0.959, -2.415, 3.162], [1.558, -3.785, 3.543], [2.153, -4.597, 2.380], [3.264, -3.891, 1.724], [2.965, -2.961, 0.850], [3.679, -1.833, 0.456], [5.068, -1.597, 0.570], [5.620, -0.424, 0.138], [7.108, -0.179, 0.183], [4.750, 0.563, -0.392], [3.388, 0.423, -0.466], [2.559, 1.493, -1.006], [1.290, 1.540, -0.931], [0.612, 2.645, -1.619], [-0.652, 2.122, -2.298], [-1.811, 1.971, -1.325], [-1.401, 1.309, -0.071], [-2.278, 1.301, 0.849], [-2.152, 0.780, 2.204], [-3.223, 0.971, 3.041], [-0.945, 0.168, 2.690], [0.052, -0.048, 1.955], [2.792, -0.802, -0.024], [1.560, -1.018, 0.007], [-4.355, 0.390, 6.220], [-5.327, 0.669, 4.776], [-4.489, 2.013, 5.544], [-1.960, 0.010, 5.999], [0.394, -0.325, 5.775], [1.895, -1.654, 4.887], [1.438, -1.963, 2.299], [-0.096, -2.490, 2.906], [0.792, -4.403, 4.014], [2.347, -3.644, 4.291], [1.395, -4.794, 1.624], [2.511, -5.554, 2.750], [4.120, -3.789, 2.254], [1.964, -3.039, 0.433], [5.721, -2.376, 0.954], [7.613, -0.939, 0.778], [7.334, 0.797, 0.614], [7.539, -0.202, -0.821], [5.184, 1.492, -0.756], [3.084, 2.294, -1.534], [1.284, 3.093, -2.353], [0.355, 3.412, -0.883], [-0.422, 1.166, -2.775], [-0.956, 2.815, -3.083], [-2.617, 1.391, -1.780], [-2.202, 2.962, -1.084], [-3.230, 1.797, 0.647], [-4.122, 1.404, 2.611], [0.531, -2.384, -2.135], [-0.564, -2.385, -1.599], [-1.480, -3.402, -1.711], [-2.765, -3.043, -1.163], [-2.373, -1.704, -0.479], [-3.168, -1.077, 0.211], [-1.098, -1.376, -0.786], [-3.256, -4.105, -0.185], [-3.771, -5.293, -0.699], [-4.169, -6.318, 0.146], [-4.070, -6.162, 1.523], [-3.565, -4.979, 2.042], [-3.158, -3.955, 1.193], [-3.815, -2.713, -2.229], [-3.485, -2.630, -3.575], [-4.454, -2.299, -4.518], [-5.755, -2.041, -4.120], [-6.087, -2.113, -2.771], [-5.125, -2.448, -1.832], [-1.344, -4.153, -2.365], [-3.873, -5.412, -1.773], [-4.570, -7.234, -0.270], [-4.394, -6.954, 2.186], [-3.501, -4.842, 3.115], [-2.791, -3.027, 1.612], [-2.468, -2.812, -3.902], [-4.184, -2.245, -5.566], [-6.510, -1.788, -4.853], [-7.101, -1.910, -2.448], [-5.382, -2.502, -0.782]],
  "spin_multiplicity": 2,
  "homo_energy_ev": [-10.131, -10.064],
  "total_charge": 1,
  "gap_ev": [6.7, 6.6],
  "s_squared": 0.7832,
  "lumo_ev": [-3.413, -3.432],
  "de_lowest_ev": 0.9516
}

***

Sequential strongest force on any atom output: 0.88; 4.57; 0.86 eV Å⁻¹